1.
The following is a quantum chemistry calculation of a structure of composition CH6NS2 at a distorted geometry, from the Open Molecules 2025 dataset.

XYZ file:
```
10
Properties=species:S:1:pos:R:3:forces:R:3
C -0.63021 -0.74879 -0.19430 -1.425 3.285 -3.208
N -0.13674 -0.66172 1.16801 0.757 -0.179 1.718
S 1.31840 1.98410 -1.03700 1.551 0.071 -0.872
S -0.55434 1.64652 -0.61633 -1.001 -2.812 -0.050
H -1.65484 -0.99841 -0.54373 0.306 0.168 1.810
H -0.04501 -1.10691 -1.06602 0.859 0.175 1.578
H 0.15773 -1.52669 1.61125 0.195 -1.039 -0.393
H -0.74662 -0.30709 1.97393 0.396 0.288 -2.011
H 0.75740 -0.11640 1.13475 -0.861 0.020 0.174
H 1.53421 1.83541 -2.43056 -0.777 0.023 1.254
```
Forces are in eV/Å.

orbital gap = 8.2 eV
HOMO energy = -13.37 eV
total charge = +1

---

2.
The following is a quantum chemistry calculation of a cluster of 2 separate species, CH6O2 in total at a distorted geometry, from the Open Molecules 2025 dataset.

XYZ file:
```
9
Properties=species:S:1:pos:R:3:forces:R:3
C 1.19115 -0.42162 -0.02186 0.187 -0.632 0.323
O 0.55315 0.85221 -0.11912 0.206 0.085 0.865
H 0.76686 -1.04024 -0.80852 0.116 0.057 -0.115
H 2.28430 -0.37550 -0.12770 -0.244 0.268 -0.240
H 1.02031 -0.97430 0.92296 -0.287 0.565 -0.230
H 0.73782 1.35530 0.69560 -0.064 -0.310 -0.573
O -2.23255 -0.08658 0.08549 -0.530 0.514 -0.728
H -2.88522 0.23214 -0.57840 0.786 -0.326 0.747
H -1.43581 0.45860 -0.04845 -0.172 -0.221 -0.048
```
Forces are in eV/Å.

orbital gap = 11.8 eV
HOMO energy = -10.94 eV
SMILES string = CO.O

---

3.
The following is a quantum chemistry calculation of a cluster of 2 separate species, CH6O2 in total at a distorted geometry, from the Open Molecules 2025 dataset.

XYZ file:
```
9
Properties=species:S:1:pos:R:3:forces:R:3
C 1.62987 0.29727 -0.02556 0.277 3.248 2.895
O 0.59888 -0.62812 -0.03300 -1.882 0.454 0.581
H 2.62181 0.02676 -0.38648 -0.488 -0.877 -0.525
H 1.34108 1.28586 -0.53934 0.415 -1.287 0.581
H 1.89421 0.59753 1.12118 -0.576 -0.378 -2.319
H -0.27645 -0.18354 0.34555 2.674 -1.354 -1.348
O -1.89803 0.18421 0.03628 -2.629 -0.347 -1.795
H -2.22988 0.06827 -0.91765 1.261 0.294 1.865
H -2.73678 -0.02718 0.50383 0.947 0.247 0.064
```
Forces are in eV/Å.

orbital gap = 9.8 eV
HOMO energy = -9.37 eV
SMILES string = CO.O

---

4.
The following is a quantum chemistry calculation of a cluster of 2 separate species, CH6O3 in total at a distorted geometry, from the Open Molecules 2025 dataset.

XYZ file:
```
10
Properties=species:S:1:pos:R:3:forces:R:3
C -0.33353 -1.56106 -0.63297 -0.258 -0.200 -0.371
O -0.67011 -0.32742 -1.26788 -0.816 0.359 1.023
H 0.73865 -1.67676 -0.56707 0.503 0.071 -0.045
H -0.71231 -2.37843 -1.24577 0.063 0.059 -0.282
H -0.72811 -1.80579 0.35553 -0.332 0.780 0.184
H -0.98331 0.37687 -0.63879 0.635 -1.357 -0.858
O 1.01304 2.24110 1.20743 3.098 0.969 2.150
O 0.18230 1.33198 0.56937 -0.284 -0.617 0.281
H 0.87086 3.18166 1.13913 -1.552 0.227 -1.083
H 0.62252 0.61785 1.08101 -1.056 -0.291 -0.998
```
Forces are in eV/Å.

orbital gap = 10.8 eV
HOMO energy = -9.95 eV
SMILES string = CO.OO

---

5.
The following is a quantum chemistry calculation of a cluster of 2 separate species, CH6O4P in total at a distorted geometry, from the Open Molecules 2025 dataset.

XYZ file:
```
12
Properties=species:S:1:pos:R:3:forces:R:3
C 0.50785 1.81286 0.58967 -3.301 1.867 1.916
O 1.36528 -2.02751 -0.69529 -3.664 2.971 0.264
O -1.34757 -0.90156 0.91218 0.447 0.681 -0.595
O -1.17153 -0.82170 -1.68608 -1.850 -1.675 3.796
O 0.07148 0.80120 -0.34808 1.340 2.462 0.226
P -0.48136 -0.55166 -0.31814 2.681 -5.647 -1.249
H 0.87446 1.47001 1.52517 0.222 -1.349 0.606
H -0.47548 2.39005 0.87957 2.105 -0.805 -0.883
H 1.27757 2.44826 0.24492 0.427 0.436 -1.400
H 1.61317 -2.41509 0.14729 0.007 -0.077 0.626
H -1.52564 -1.83306 1.07108 -0.226 -0.622 0.201
H -0.70823 -0.37181 -2.32229 1.812 1.758 -3.508
```
Forces are in eV/Å.

orbital gap (spin up / spin down) = 9.5 / 9.5 eV
HOMO energy (spin up / spin down) = -15.50 / -15.50 eV
total charge = +1

---

6.
The following is a quantum chemistry calculation of the molecule CH6OP2S at a distorted geometry, from the Open Molecules 2025 dataset.

XYZ file:
```
11
Properties=species:S:1:pos:R:3:forces:R:3
C 0.04698 1.60106 -0.49650 -2.780 -2.181 1.817
P -0.92675 0.12424 0.43124 1.928 1.631 -0.283
S -2.77775 0.11269 -0.06936 -0.530 -0.378 -0.291
P 0.30707 -1.58463 -0.36869 -2.401 -1.989 0.215
O 1.72463 -1.73055 0.40635 0.412 0.212 0.689
H 0.95427 1.80160 -0.06759 2.524 0.190 0.999
H 0.09612 1.37128 -1.52011 0.019 -0.432 -1.278
H -0.57490 2.43542 -0.31251 -0.825 0.935 -0.035
H -0.77186 0.31597 1.86240 0.349 -0.047 -0.888
H -0.53211 -2.74606 0.35599 1.326 2.007 -0.958
H 2.45428 -1.70102 -0.22122 -0.022 0.052 0.013
```
Forces are in eV/Å.

orbital gap = 8.8 eV
HOMO energy = -8.60 eV
SMILES string = C[P@@H](=S)PO

---

7.
The following is a quantum chemistry calculation of a cluster of 2 separate species, CH6OS2 in total at a distorted geometry, from the Open Molecules 2025 dataset.

XYZ file:
```
10
Properties=species:S:1:pos:R:3:forces:R:3
S 2.09008 0.87473 -0.61384 0.628 -2.459 -1.231
S 1.57432 2.75985 0.44624 -0.522 2.381 1.256
H 3.01681 1.24609 -1.51783 -0.085 0.070 0.008
H 2.63386 2.77699 1.26899 -0.083 -0.048 -0.014
C -1.73087 -1.20420 -0.24763 -0.231 0.378 0.816
O -1.59440 -1.55912 1.13995 -0.386 0.040 -0.442
H -2.65576 -0.63125 -0.37613 0.042 -0.279 0.149
H -1.74443 -2.07946 -0.87146 -0.117 -0.516 -0.338
H -0.93001 -0.56598 -0.56752 0.558 0.347 -0.163
H -0.65962 -1.61765 1.33922 0.196 0.087 -0.040
```
Forces are in eV/Å.

orbital gap (spin up / spin down) = 4.1 / 7.6 eV
HOMO energy (spin up / spin down) = -0.35 / -3.91 eV
spin multiplicity = 2
total charge = -1

---

8.
The following is a quantum chemistry calculation of the molecule CH6OSi at a distorted geometry, from the Open Molecules 2025 dataset.

XYZ file:
```
9
Properties=species:S:1:pos:R:3:forces:R:3
C -1.40282 0.00278 0.08234 -2.211 -4.485 0.778
O -0.12842 -0.36297 0.60737 -1.804 -0.846 -0.104
Si 1.33276 -0.00049 0.02804 1.922 -2.051 0.949
H -1.25223 0.85731 -0.42381 -0.111 3.205 -1.941
H -2.16101 0.16516 0.95294 1.417 -0.486 -1.625
H -1.92102 -0.85440 -0.77877 1.738 2.364 2.793
H 2.21799 -0.81882 1.06467 -0.676 1.304 -1.019
H 1.46677 1.37295 -0.23456 0.132 1.863 0.565
H 1.84797 -0.36151 -1.29822 -0.407 -0.867 -0.396
```
Forces are in eV/Å.

orbital gap = 11.4 eV
HOMO energy = -10.49 eV
SMILES string = CO[SiH3]

---

9.
The following is a quantum chemistry calculation of a structure of composition CH6OSi2 at a distorted geometry, from the Open Molecules 2025 dataset.

XYZ file:
```
10
Properties=species:S:1:pos:R:3:forces:R:3
C 0.84380 -0.08488 0.51300 -0.090 -0.009 -0.127
O -1.42970 0.37884 -0.89162 -1.027 -2.458 1.667
Si 0.00183 1.01854 -0.92293 1.538 -0.464 1.099
Si -0.65191 -1.15620 0.67318 -0.750 2.963 -2.802
H 1.78120 -0.56436 0.24132 -0.023 -0.171 -0.059
H 1.02008 0.52009 1.39866 -0.044 0.050 0.168
H 0.12804 2.40617 -0.47863 0.017 0.440 -0.021
H 0.79765 0.81603 -2.13363 0.199 0.048 -0.371
H -0.83485 -2.37398 -0.10896 0.160 -0.285 0.124
H -1.65614 -0.96025 1.70962 0.021 -0.114 0.324
```
Forces are in eV/Å.

orbital gap = 9.3 eV
HOMO energy = -9.74 eV

---

10.
The following is a quantum chemistry calculation of a cluster of 2 separate species, CH6S2 in total at a distorted geometry, from the Open Molecules 2025 dataset.

XYZ file:
```
9
Properties=species:S:1:pos:R:3:forces:R:3
S -0.04302 1.99793 1.25919 -1.420 1.473 0.983
S 0.34730 3.34285 -0.25129 -1.229 -2.953 -2.577
H 0.68663 0.97763 0.98090 1.334 -1.103 -0.633
H -0.26743 2.36041 -1.36580 1.315 2.583 2.228
C -0.53591 -8.88528 -1.58089 0.708 0.741 1.735
H -0.70248 -8.02412 -0.75740 0.326 -1.860 -2.186
H -1.48670 -9.16157 -2.07199 0.393 -0.108 0.717
H 0.12352 -8.54940 -2.41480 -0.281 0.000 0.896
H -0.00653 -9.74389 -1.01207 -1.146 1.227 -1.163
```
Forces are in eV/Å.

orbital gap = 9.5 eV
HOMO energy = -9.17 eV
SMILES string = SS.C

---

| no. | molecular weight (g/mol) | total energy (Eh) |
| --- | --- | --- |
| 1 | 96.2 | -892.47870 |
| 2 | 50.1 | -192.15700 |
| 3 | 50.1 | -192.13209 |
| 4 | 66.1 | -267.25976 |
| 5 | 113.0 | -683.69295 |
| 6 | 128.1 | -1197.81270 |
| 7 | 98.2 | -913.28241 |
| 8 | 62.1 | -406.37523 |
| 9 | 90.2 | -695.90192 |
| 10 | 82.2 | -838.01294 |